{
  "formula": "C18H36Cl18",
  "method": "ωB97M-V with the def2-TZVPD basis set",
  "symbols": ["Cl", "C", "C", "Cl", "H", "H", "H", "H", "Cl", "C", "C", "Cl", "H", "H", "H", "H", "Cl", "C", "C", "Cl", "H", "H", "H", "H", "Cl", "C", "C", "Cl", "H", "H", "H", "H", "Cl", "C", "C", "Cl", "H", "H", "H", "H", "Cl", "C", "C", "Cl", "H", "H", "H", "H", "Cl", "C", "C", "Cl", "H", "H", "H", "H", "Cl", "C", "C", "Cl", "H", "H", "H", "H", "Cl", "C", "C", "Cl", "H", "H", "H", "H"],
  "positions_angstrom": [[0.756250, 19.089455, -5.739589], [-0.274794, 17.621937, -5.893066], [-1.423749, 17.914780, -6.826344], [-2.205954, 16.504296, -7.477982], [-0.748564, 17.148053, -5.033368], [0.351091, 16.824368, -6.293378], [-0.951284, 18.395477, -7.682973], [-2.167942, 18.590796, -6.405307], [-3.838566, 15.985947, -11.326984], [-4.414897, 17.154522, -12.565418], [-5.959160, 17.196383, -12.688702], [-6.548721, 15.709301, -13.437795], [-3.992889, 16.861960, -13.526879], [-4.237385, 18.152933, -12.165731], [-6.321193, 17.968023, -13.368132], [-6.424627, 17.405440, -11.725520], [3.048131, 20.386262, -9.868937], [2.742183, 19.687785, -8.310395], [2.923629, 18.152252, -8.381757], [1.827196, 17.365949, -9.588015], [1.767573, 20.101381, -8.051242], [3.462938, 20.129063, -7.622006], [2.848567, 17.558594, -7.470692], [3.969677, 17.998877, -8.647030], [-2.245294, 19.520996, -10.922746], [-0.835678, 20.583751, -11.114777], [-0.856212, 21.608244, -9.963919], [-0.944215, 20.997072, -8.251880], [-0.752157, 20.879855, -12.160458], [0.055036, 19.963994, -11.011624], [-1.766757, 22.191199, -10.102387], [0.065043, 22.188547, -9.912584], [4.056935, 21.178283, -14.427869], [2.849743, 22.278990, -13.668635], [1.670885, 22.669752, -14.612148], [0.193195, 23.240103, -13.750602], [3.267838, 23.220600, -13.312721], [2.555554, 21.748850, -12.762827], [1.329862, 21.743140, -15.073864], [1.883588, 23.349802, -15.437005], [-3.097310, 24.458867, -8.708963], [-2.927380, 24.889400, -6.908167], [-4.177285, 25.591975, -6.438064], [-3.814489, 26.322651, -4.747080], [-2.021108, 25.484708, -6.796919], [-2.623554, 24.033239, -6.305867], [-5.068254, 25.011069, -6.199705], [-4.459214, 26.441870, -7.059598], [-4.407211, 20.072656, -14.999111], [-3.408390, 20.914947, -16.289057], [-2.025554, 21.216382, -15.744519], [-1.125482, 22.211273, -17.031636], [-3.941142, 21.812831, -16.602221], [-3.384059, 20.251777, -17.153758], [-1.441020, 20.311364, -15.579085], [-2.005602, 21.652607, -14.745811], [0.935564, 24.875820, -3.871448], [1.639095, 23.780476, -5.014981], [0.581806, 23.417046, -6.134676], [0.593464, 24.389429, -7.618192], [1.768312, 22.793724, -4.570325], [2.602975, 24.183559, -5.325717], [-0.448001, 23.529178, -5.795517], [0.669768, 22.368767, -6.420119], [-0.768783, 15.294661, -12.850136], [-0.651783, 16.847195, -13.608310], [0.632806, 17.567601, -13.376440], [0.494297, 19.125778, -14.256191], [-1.550744, 17.412927, -13.363514], [-0.716834, 16.692857, -14.685356], [1.520796, 17.071898, -13.768675], [0.701659, 17.790015, -12.311588]],
  "atomic_forces_ev_per_a": [[-0.6, -0.6, 0.7], [-0.6, -1.3, -0.2], [1.1, 1.6, -1.1], [-0.4, -1.0, 0.0], [0.7, 0.8, 1.0], [0.1, 0.3, -0.3], [-0.5, 0.2, -0.1], [0.1, -0.2, 0.1], [0.0, 0.4, -0.8], [-0.6, 0.3, 0.5], [-0.7, -0.7, -0.2], [-0.1, -0.1, 0.3], [0.2, 0.2, 0.2], [0.9, 0.0, -0.3], [0.8, 0.3, 0.0], [0.1, -0.4, 0.0], [0.4, 0.6, -1.4], [-0.5, -0.6, 0.9], [0.4, 0.5, 0.1], [0.3, 0.3, 0.4], [-0.1, -0.8, 0.2], [0.1, -0.3, 0.1], [-0.6, 0.6, 0.2], [-0.2, -0.1, -0.7], [-0.3, -0.5, -0.3], [1.3, -0.8, 1.3], [-0.3, 0.4, -0.6], [-0.1, -0.3, -0.9], [-0.5, 1.0, 0.3], [0.0, -0.3, 0.3], [0.4, 0.4, 0.3], [-0.3, 0.2, -0.5], [-0.4, 0.7, 0.0], [-0.7, 1.0, 0.2], [0.0, -1.9, -0.1], [0.6, 0.2, 0.2], [0.7, -0.2, -0.2], [-0.5, 0.0, -0.3], [0.1, 0.1, -0.2], [0.3, 0.2, 0.5], [0.1, 0.1, 1.4], [0.5, -0.1, -0.4], [0.0, 0.9, 1.5], [0.0, -0.4, -1.1], [-0.4, 0.6, -0.5], [-0.8, -0.5, -0.4], [0.4, -0.4, -0.5], [0.2, -0.2, 0.0], [0.4, 0.3, -0.4], [-0.1, 0.0, 0.1], [0.6, -0.3, -0.5], [-0.7, -0.7, 1.2], [0.0, 0.0, 0.4], [0.1, -0.1, 0.2], [-0.1, -0.1, -0.6], [-0.3, 0.9, -0.4], [-0.3, 0.7, 0.8], [-1.2, -1.3, -1.5], [0.4, 0.1, 0.4], [0.4, 0.2, -0.2], [0.4, 0.3, 0.5], [-0.3, -0.2, -0.4], [0.3, 0.0, 0.6], [0.3, 0.1, -0.1], [-0.4, -0.6, 0.8], [-0.2, 0.2, -1.9], [0.1, 0.8, 0.9], [0.1, -0.1, 0.2], [0.1, 0.3, 0.4], [-0.3, -0.3, -0.1], [-0.2, -0.1, 0.2], [0.5, 0.1, -0.1]],
  "spin_multiplicity": 2,
  "e_tot_ha": -8990.5064,
  "max_force_ev_per_a": 2.31,
  "charge": 1,
  "homo_ev": [-12.1917, -12.1917],
  "relative_energy_ev": 0.591
}